Entry 1:
Below is 7 unconnected molecules or ions with the total composition C38H57N6O2 at a distorted geometry, with properties calculated with ωB97M-V with the def2-TZVPD basis set.

CARTESIAN COORDINATES (ANGSTROEM)
C  1.429  -0.120  3.001
C  1.582  0.509  1.613
C  1.939  1.999  1.716
C  1.461  2.839  0.544
C  -0.047  2.838  0.347
C  -0.811  3.506  1.478
C  -2.336  3.424  1.246
C  -3.128  2.916  2.446
C  -2.589  1.651  3.150
C  -3.563  0.456  3.151
C  -3.356  -0.559  2.016
C  -3.231  0.051  0.641
C  -3.182  -0.970  -0.476
C  -4.549  -1.571  -0.836
O  -5.516  -0.777  -0.955
O  -4.561  -2.835  -1.015
H  2.425  -0.329  3.387
H  0.942  0.581  3.666
H  0.879  -1.054  2.964
H  0.670  0.350  1.049
H  2.394  0.010  1.095
H  1.589  2.403  2.661
H  3.025  2.059  1.730
H  1.925  2.457  -0.365
H  1.816  3.864  0.638
H  -0.404  1.834  0.143
H  -0.260  3.416  -0.551
H  -0.528  3.119  2.451
H  -0.527  4.556  1.448
H  -2.517  2.844  0.349
H  -2.697  4.426  1.027
H  -3.215  3.730  3.158
H  -4.143  2.701  2.125
H  -1.652  1.298  2.727
H  -2.427  1.904  4.194
H  -4.588  0.818  3.163
H  -3.428  -0.096  4.080
H  -4.182  -1.265  2.076
H  -2.456  -1.114  2.279
H  -2.299  0.611  0.622
H  -4.034  0.771  0.497
H  -2.822  -0.461  -1.371
H  -2.442  -1.733  -0.257
N  -3.622  -0.533  -5.573
C  -2.638  -1.453  -5.857
C  -2.611  -2.325  -4.807
C  -3.611  -1.968  -3.876
C  -4.222  -0.849  -4.368
H  -3.869  0.244  -6.153
H  -2.065  -1.403  -6.767
H  -1.947  -3.168  -4.718
H  -3.849  -2.467  -2.949
H  -5.027  -0.257  -3.967
N  5.436  -1.816  4.593
C  6.692  -1.341  4.854
C  7.398  -1.365  3.681
C  6.531  -1.872  2.673
C  5.329  -2.140  3.270
H  4.703  -1.912  5.270
H  6.973  -1.028  5.844
H  8.422  -1.048  3.557
H  6.763  -2.020  1.631
H  4.409  -2.529  2.868
N  3.058  6.453  2.660
C  2.462  5.524  3.468
C  3.437  4.676  3.919
C  4.670  5.111  3.362
C  4.404  6.210  2.592
H  2.581  7.196  2.185
H  1.401  5.543  3.647
H  3.282  3.832  4.571
H  5.639  4.664  3.508
H  5.051  6.835  2.001
N  -4.702  -5.075  -2.631
C  -3.815  -5.314  -3.637
C  -4.298  -6.341  -4.407
C  -5.530  -6.748  -3.826
C  -5.750  -5.940  -2.736
H  -4.600  -4.349  -1.927
H  -2.927  -4.717  -3.718
H  -3.826  -6.749  -5.286
H  -6.185  -7.530  -4.173
H  -6.566  -5.904  -2.035
N  10.615  -3.004  2.932
C  11.248  -2.893  1.725
C  12.586  -2.729  1.965
C  12.767  -2.743  3.375
C  11.532  -2.915  3.942
H  9.626  -3.127  3.058
H  10.695  -2.940  0.803
H  13.350  -2.611  1.216
H  13.696  -2.639  3.910
H  11.228  -2.982  4.972
N  -6.473  0.633  -7.745
C  -7.240  0.806  -8.864
C  -8.385  1.456  -8.491
C  -8.305  1.683  -7.089
C  -7.115  1.163  -6.659
H  -5.581  0.177  -7.722
H  -6.906  0.453  -9.825
H  -9.193  1.736  -9.147
H  -9.039  2.169  -6.468
H  -6.673  1.122  -5.678

Values from the calculation:
charge = -1
highest occupied orbital energy = -5.1009 eV
Kohn-Sham gap = 0.2564 Eh

Löwdin population analysis, charges in e, atoms 1 to 99:
1. C -0.105
2. C -0.242
3. C -0.226
4. C -0.212
5. C -0.221
6. C -0.204
7. C -0.201
8. C -0.198
9. C -0.200
10. C -0.211
11. C -0.202
12. C -0.222
13. C -0.131
14. C -0.696
15. O -0.051
16. O -0.124
17. H 0.054
18. H 0.060
19. H 0.066
20. H 0.089
21. H 0.102
22. H 0.083
23. H 0.107
24. H 0.111
25. H 0.100
26. H 0.089
27. H 0.115
28. H 0.092
29. H 0.102
30. H 0.094
31. H 0.101
32. H 0.100
33. H 0.100
34. H 0.090
35. H 0.097
36. H 0.104
37. H 0.095
38. H 0.118
39. H 0.107
40. H 0.079
41. H 0.115
42. H 0.104
43. H 0.107
44. N -0.015
45. C -0.149
46. C -0.121
47. C -0.087
48. C -0.105
49. H 0.114
50. H 0.094
51. H 0.079
52. H 0.067
53. H 0.106
54. N 0.007
55. C -0.142
56. C -0.128
57. C -0.112
58. C -0.141
59. H 0.144
60. H 0.104
61. H 0.083
62. H 0.089
63. H 0.108
64. N 0.003
65. C -0.146
66. C -0.118
67. C -0.112
68. C -0.146
69. H 0.141
70. H 0.106
71. H 0.091
72. H 0.088
73. H 0.102
74. N 0.036
75. C -0.150
76. C -0.130
77. C -0.140
78. C -0.144
79. H 0.079
80. H 0.079
81. H 0.075
82. H 0.072
83. H 0.102
84. N 0.006
85. C -0.143
86. C -0.118
87. C -0.118
88. C -0.145
89. H 0.125
90. H 0.105
91. H 0.086
92. H 0.086
93. H 0.104
94. N 0.005
95. C -0.149
96. C -0.120
97. C -0.113
98. C -0.134
99. H 0.127

=====

Entry 2:
Below is 2 unconnected molecules or ions with the total composition CH3N2O2 at a distorted geometry, with properties calculated with ωB97M-V with the def2-TZVPD basis set.

CARTESIAN COORDINATES (ANGSTROEM)
C  -1.378  -0.044  0.051
N  0.619  -0.762  0.416
N  1.477  0.025  -0.039
O  1.254  1.101  -0.623
O  2.660  -0.382  0.150
H  -1.230  1.001  0.236
H  -1.498  -0.324  -0.977
H  -1.904  -0.615  0.787

Values from the calculation:
charge = -1
energy above the lowest of the compared OMol25 structures with the same formula, charge and spin = 123.7 kcal/mol
highest occupied orbital energy (spin up / spin down) = -3.4024 / -3.4070 eV
Kohn-Sham gap (spin up / spin down) = 0.2885 / 0.2884 Eh

How is the electron density shared among the atoms? According to Löwdin, the charges in e are:
1. C 0.005
2. N 0.071
3. N -0.712
4. O -0.134
5. O -0.164
6. H -0.023
7. H -0.019
8. H -0.025

=====

Entry 3:
Below is 3 unconnected molecules or ions with the total composition C4H15NO2 at a distorted geometry, with properties calculated with ωB97M-V with the def2-TZVPD basis set.

CARTESIAN COORDINATES (ANGSTROEM)
C  1.217  0.963  -0.182
C  1.186  2.379  0.471
C  1.814  2.307  1.881
C  1.847  3.511  -0.260
N  1.541  3.583  -1.706
H  2.253  0.687  -0.436
H  0.564  0.852  -1.075
H  0.772  0.237  0.515
H  0.119  2.576  0.541
H  1.572  3.170  2.543
H  1.476  1.378  2.401
H  2.891  2.230  1.736
H  2.884  3.835  -0.046
H  1.348  4.366  0.219
H  1.961  2.702  -2.015
H  2.190  4.210  -2.183
O  -2.409  -6.240  0.980
H  -3.290  -6.134  0.593
H  -2.182  -5.299  0.969
O  -4.069  -4.487  -1.002
H  -3.216  -4.282  -1.408
H  -4.482  -4.702  -1.851

Values from the calculation:
SMILES = CC(C)CN.O.O
energy above the lowest of the compared OMol25 structures with the same formula, charge and spin = 32.9 kcal/mol
highest occupied orbital energy = -9.5419 eV
Kohn-Sham gap = 0.3703 Eh

How is the electron density shared among the atoms? According to Löwdin, the charges in e are:
1. C -0.091
2. C -0.439
3. C -0.090
4. C -0.306
5. N -0.004
6. H 0.080
7. H 0.077
8. H 0.069
9. H 0.127
10. H 0.085
11. H 0.080
12. H 0.072
13. H 0.117
14. H 0.108
15. H 0.052
16. H 0.064
17. O -0.074
18. H 0.013
19. H 0.028
20. O -0.059
21. H 0.045
22. H 0.048

=====

Entry 4:
Below is a molecular structure, C33H55BHfN6P2S3 at a distorted geometry, with properties calculated with ωB97M-V with the def2-TZVPD basis set.

CARTESIAN COORDINATES (ANGSTROEM)
Hf  -0.166  0.380  0.315
C  -2.495  -4.400  -0.096
C  -1.267  -4.381  -0.945
C  -0.752  -5.517  -1.519
C  0.385  -5.461  -2.359
N  1.011  -4.319  -2.544
N  0.524  -3.213  -1.987
B  1.308  -1.950  -2.341
N  0.581  -1.049  -3.337
N  0.236  -1.823  -4.364
C  -0.349  -1.299  -5.418
C  -0.592  0.093  -5.457
C  -0.259  0.899  -4.393
C  -0.517  2.370  -4.406
C  0.340  0.270  -3.277
S  0.846  1.231  -1.907
C  -0.731  -2.248  -6.534
C  0.559  -2.888  -7.085
C  -1.468  -1.529  -7.664
C  -1.629  -3.354  -5.950
N  2.287  -1.439  -1.296
N  2.810  -2.038  -2.387
C  4.096  -2.235  -2.571
C  4.916  -1.816  -1.484
C  4.416  -1.254  -0.337
C  5.276  -0.875  0.812
C  2.988  -1.036  -0.259
S  2.248  -0.320  1.110
C  4.645  -2.833  -3.828
C  5.375  -4.142  -3.462
C  3.525  -3.102  -4.829
C  5.655  -1.826  -4.421
C  -0.582  -3.179  -1.233
S  -1.296  -1.666  -0.721
C  0.886  -6.706  -3.051
C  1.342  -7.711  -1.976
C  -0.282  -7.301  -3.863
C  2.049  -6.394  -3.990
H  -2.793  -5.422  0.127
H  -3.324  -3.917  -0.619
H  -2.337  -3.868  0.842
H  -1.228  -6.470  -1.330
H  -1.057  0.529  -6.330
H  -0.994  2.667  -5.337
H  0.417  2.928  -4.308
H  -1.156  2.662  -3.571
H  1.254  -2.134  -7.460
H  0.294  -3.540  -7.916
H  1.051  -3.484  -6.317
H  -0.842  -0.781  -8.153
H  -2.394  -1.063  -7.321
H  -1.739  -2.263  -8.422
H  -1.137  -3.845  -5.108
H  -1.822  -4.100  -6.720
H  -2.591  -2.953  -5.624
H  5.984  -1.971  -1.557
H  6.325  -1.076  0.609
H  4.981  -1.431  1.707
H  5.163  0.185  1.054
H  4.683  -4.874  -3.044
H  6.186  -3.978  -2.751
H  5.810  -4.560  -4.368
H  2.767  -3.767  -4.409
H  3.942  -3.576  -5.716
H  3.049  -2.169  -5.143
H  6.508  -1.652  -3.766
H  5.181  -0.868  -4.646
H  6.038  -2.240  -5.353
H  0.530  -8.004  -1.308
H  2.159  -7.305  -1.377
H  1.701  -8.612  -2.471
H  -1.089  -7.666  -3.226
H  0.087  -8.150  -4.436
H  -0.690  -6.570  -4.565
H  2.894  -5.979  -3.439
H  1.749  -5.691  -4.770
H  2.378  -7.314  -4.470
C  -0.504  -0.697  4.429
P  -0.566  0.468  3.041
C  0.740  1.697  3.434
C  -2.117  1.418  3.315
C  -2.293  2.582  2.341
P  -2.317  2.085  0.566
C  -3.874  1.149  0.401
C  -2.636  3.640  -0.315
H  -0.548  -0.120  5.354
H  0.425  -1.266  4.408
H  -1.344  -1.390  4.397
H  0.493  2.205  4.368
H  0.861  2.449  2.649
H  1.695  1.188  3.573
H  -2.090  1.802  4.337
H  -2.962  0.727  3.260
H  -1.509  3.330  2.479
H  -3.243  3.085  2.538
H  -4.684  1.772  0.785
H  -3.852  0.208  0.952
H  -4.076  0.929  -0.648
H  -3.473  4.135  0.180
H  -2.913  3.435  -1.349
H  -1.769  4.299  -0.300

Values from the calculation:
charge = +4
energy above the lowest of the compared OMol25 structures with the same formula, charge and spin = 3.4 kcal/mol
highest occupied orbital energy = -19.7046 eV
Kohn-Sham gap = 0.2810 Eh

Löwdin population analysis, charges in e, atoms 1 to 99:
1. Hf 0.923
2. C -0.034
3. C -0.214
4. C 0.126
5. C -0.155
6. N 0.219
7. N 0.044
8. B -0.648
9. N 0.040
10. N 0.207
11. C -0.146
12. C 0.135
13. C -0.214
14. C -0.031
15. C -0.538
16. S 0.660
17. C -0.535
18. C -0.018
19. C -0.037
20. C -0.023
21. N 0.130
22. N 0.264
23. C -0.068
24. C 0.136
25. C -0.179
26. C -0.022
27. C -0.582
28. S 0.677
29. C -0.519
30. C 0.008
31. C -0.036
32. C 0.001
33. C -0.496
34. S 0.674
35. C -0.539
36. C -0.010
37. C -0.010
38. C -0.037
39. H 0.106
40. H 0.105
41. H 0.085
42. H 0.147
43. H 0.138
44. H 0.106
45. H 0.103
46. H 0.080
47. H 0.100
48. H 0.106
49. H 0.062
50. H 0.101
51. H 0.100
52. H 0.108
53. H 0.060
54. H 0.105
55. H 0.096
56. H 0.151
57. H 0.109
58. H 0.110
59. H 0.105
60. H 0.079
61. H 0.097
62. H 0.115
63. H 0.047
64. H 0.117
65. H 0.087
66. H 0.095
67. H 0.102
68. H 0.113
69. H 0.091
70. H 0.097
71. H 0.109
72. H 0.091
73. H 0.109
74. H 0.089
75. H 0.063
76. H 0.078
77. H 0.110
78. C -0.207
79. P 0.732
80. C -0.263
81. C -0.388
82. C -0.393
83. P 0.751
84. C -0.228
85. C -0.215
86. H 0.080
87. H 0.063
88. H 0.066
89. H 0.080
90. H 0.047
91. H 0.040
92. H 0.113
93. H 0.093
94. H 0.093
95. H 0.113
96. H 0.081
97. H 0.048
98. H 0.062
99. H 0.079